No. 1
The following is a quantum chemistry calculation of one molecule with the formula C5H10 at a distorted geometry, from the OMol25 dataset.

The geometry in XYZ format:
```
15
Properties=species:S:1:pos:R:3:mulliken_charge:R:1
H 1.71101 -2.03878 -0.71051 0.53
H -1.20532 2.96614 -0.12462 0.40
C -0.14265 -1.31884 -0.36892 -0.22
H -1.03300 -1.65765 0.48640 0.22
H 1.33456 -1.93393 1.00940 0.34
C -0.70227 1.00746 0.19099 0.20
H -0.58797 2.99682 1.38565 0.26
H 0.76039 -3.07734 -0.37848 0.42
C 1.09247 -2.18537 -0.06369 -1.51
C 0.07371 0.11465 -0.30158 -0.25
H -0.45895 -1.35243 -1.35978 0.28
H -1.77922 0.64860 0.77929 0.10
H 0.53060 2.73774 -0.02051 0.27
H 0.92399 0.61687 -0.85850 0.16
C -0.51736 2.47606 0.33486 -1.21
```

Calculated values
- SMILES: C/C=C/CC
- Largest force on an atom: 10.84 eV/Å
- Frontier orbital gap: 10.51 eV

=====

No. 2
The following is a quantum chemistry calculation of C48H57FIN7O7Sr as an isolated structure at a distorted geometry, from the OMol25 dataset.

The geometry in XYZ format:
```
122
Properties=species:S:1:pos:R:3:mulliken_charge:R:1
H -4.84842 -6.02398 -0.28264 0.48
H 2.59270 5.97227 1.51718 0.59
O 0.10332 -0.87148 -0.02374 0.44
F -3.76091 -2.59973 -2.61280 -0.39
C -3.80198 3.08476 0.30175 -0.64
O 2.68310 0.19062 -2.52410 -0.49
H -5.64642 -5.86418 -1.84830 0.33
N -1.69617 -3.60175 2.39052 0.62
O 5.53955 0.87538 0.75185 -0.56
C 3.90944 -2.55057 -0.22130 0.65
C -2.15767 -4.75197 3.12148 -0.39
N -5.31814 -4.06002 -0.80326 0.32
C -2.13055 -2.16838 -0.97462 -0.42
H -8.26132 -2.80435 -1.42304 0.36
C -4.00879 -3.60273 -0.48854 -1.27
C -1.78011 2.47735 3.03997 -1.68
H -6.90202 -6.03905 0.88151 0.41
H -1.84852 5.91740 -3.41346 0.31
C 5.93334 1.50510 -2.68587 1.08
H 7.40915 -2.86871 -3.23080 0.37
C 5.74582 1.77285 -4.18112 -1.61
C -6.14581 -3.31934 -1.74061 -0.76
C -3.28607 -2.78645 -1.36084 0.17
H 2.76494 -3.45659 -1.83582 0.50
H -2.67164 -0.09065 2.44667 0.33
H 5.08717 5.61397 1.38959 0.42
I -0.99962 1.12590 -2.49887 -0.45
C -3.09349 0.70280 1.82311 -2.13
N -0.12712 3.41114 0.37355 0.53
H -1.71151 -5.82988 4.98549 0.27
H -3.44349 5.59823 -1.91175 0.30
N 2.60965 2.79901 0.48191 0.07
C -3.16679 4.84625 -1.18208 -0.37
H 5.90637 3.31714 0.80669 0.54
H 3.20685 -2.51219 1.81841 0.57
C -0.85284 6.98850 -1.05846 -1.63
C -5.61578 -5.47679 -0.82255 -0.69
H -4.01182 1.05069 2.30280 0.54
C 0.66206 4.31804 0.93366 -0.50
H -4.05006 -5.49926 4.03988 0.30
Sr 0.83926 1.35433 -0.03191 1.48
C -0.46535 -1.63081 0.75718 1.14
C -3.46534 -3.90367 0.74929 0.13
H -0.90602 4.42057 -3.40361 0.25
C 4.88991 -1.88021 -1.17065 0.34
C 3.66734 -1.82741 1.10373 -1.34
H -1.83555 7.41764 -1.27123 0.34
H -3.81073 -3.69262 4.15812 0.22
H -1.04341 3.27369 2.93613 0.35
C -3.35846 -4.66663 4.02595 -0.45
C 2.16194 3.99801 0.87333 0.45
H 2.98290 -0.98738 0.99738 -0.18
H 5.75728 2.84687 -4.37319 0.44
C -4.15396 4.06100 -0.61621 -1.61
C 0.88000 -0.89077 2.85528 -0.36
H 2.43948 1.21565 3.09775 0.26
C -2.08320 1.83797 1.68187 4.26
H -2.69137 2.91365 3.45668 0.39
H 2.07119 -1.94862 -1.23909 -0.03
H 0.19719 5.14113 -1.29274 -0.14
H 7.37436 1.89295 -1.10589 0.31
H 6.54541 1.31794 -4.76790 0.32
C -0.78676 5.53792 -1.54532 0.94
C 4.53286 1.23463 0.20345 0.60
H -5.93108 -3.54981 -2.78703 0.46
H -5.97534 -2.25474 -1.59474 0.50
H -0.09191 5.99140 -3.54428 0.45
H -4.57690 2.46116 0.73088 0.29
H 4.79391 1.37165 -4.53031 0.37
H -1.54908 -4.03206 5.14070 0.29
H 4.59813 -1.46153 1.53727 0.43
C -7.61948 -3.68163 -1.43637 -0.62
H -1.61985 -1.46469 -1.63234 0.34
H -0.31992 -2.99659 3.84666 0.55
H -8.57524 -4.36513 0.31816 0.31
O 1.27199 -1.24631 3.96525 -0.85
H -0.67565 7.03325 0.01546 0.37
C 4.94682 -0.51945 -1.46654 -0.64
C 3.03027 5.03227 1.21555 -0.72
H -5.19048 4.19663 -0.90094 0.35
C 4.85371 3.55857 0.81588 -1.34
C -1.62104 -2.41556 0.29871 0.50
C -1.47919 3.70908 0.09896 -0.36
H 1.92599 -3.41492 -0.27311 0.34
O 3.22533 1.75912 3.31418 -0.68
H -1.38911 1.73598 3.74155 0.34
C 6.74860 -0.84521 -3.00092 -0.26
C -0.67583 -2.81600 2.84239 -0.76
C 3.92807 2.57930 0.50664 -0.04
C 6.71555 -2.20202 -2.73436 -1.50
C -2.24862 -3.33716 1.14416 -0.60
C -0.91912 5.45899 -3.06862 -1.48
H 7.26879 3.17453 -2.32829 0.41
C -1.82695 4.68557 -0.84763 0.85
N 4.03021 0.42041 -0.85410 1.22
C -0.10781 -1.81079 2.13919 0.17
N 2.88873 0.77497 -1.49836 -0.15
C 5.79732 -2.70494 -1.83059 -1.07
H -0.09888 7.59727 -1.56462 0.42
H -2.05108 -5.67001 2.55360 0.55
C -2.47817 2.89688 0.66801 0.53
N -7.64047 -4.32352 -0.08251 -0.13
C -6.99190 -5.67311 -0.13952 -0.75
H -4.01338 -4.53046 1.44143 0.73
H 4.37320 -3.51028 0.02417 0.68
H 3.80863 1.14857 3.77305 0.28
O 0.35271 5.38563 1.47324 -0.81
C 4.38964 4.82020 1.15608 -0.94
C 2.59069 -2.85858 -0.93949 -1.25
H 7.47299 -0.45250 -3.70314 0.38
H -3.34683 0.28346 0.84523 0.50
H -1.15217 1.38014 1.34084 -2.27
C 7.25048 2.09464 -2.17104 -1.52
H 8.10066 1.65893 -2.69928 0.37
H 5.78091 -3.76775 -1.62003 0.44
H -8.02402 -4.40499 -2.14123 0.33
C -1.98249 -4.85862 4.59800 -1.00
C 5.86145 0.02097 -2.37523 0.97
O 1.16213 0.17360 2.22721 -0.35
H 5.12219 2.02438 -2.17307 0.00
H -7.64386 -6.33750 -0.70237 0.36
H -7.02861 -3.74684 0.50775 0.37
```

Calculated values
- Largest force on an atom: 2.06 eV/Å
- Frontier orbital gap: 4.63 eV

=====

No. 3
The following is a quantum chemistry calculation of C4H13BBrINbO2 as an isolated structure at a distorted geometry, from the OMol25 dataset.

The geometry in XYZ format:
```
23
Properties=species:S:1:pos:R:3:mulliken_charge:R:1
C -2.16366 0.88229 0.14409 -0.92
C 2.35913 0.29968 -0.82048 -0.32
H -2.96581 0.89092 0.90580 0.37
H 2.17424 0.05726 -1.87397 0.31
Br 0.31262 1.93260 -1.96676 -0.25
H -3.34292 -1.74240 0.29824 0.28
H -0.30611 -1.27887 0.52881 0.04
H 3.30558 0.86210 -0.78567 0.26
C 2.58174 -1.04268 -0.08006 -1.17
I -1.86412 -0.60231 3.38004 -0.32
H 1.80178 -1.76845 -0.32802 0.25
O -3.62066 -1.19264 -0.42845 -0.62
H -2.20827 1.86912 -0.34075 0.30
O -1.83418 -0.69692 -1.98547 -0.52
H 1.65699 2.09945 0.14082 0.46
B -2.52727 -0.33914 -0.80382 0.86
H -0.35683 2.07110 2.01735 0.04
H 1.17198 -0.00426 2.35380 0.04
C 1.17395 1.22442 -0.32657 -0.32
H 2.74691 -0.95122 0.99495 0.27
Nb -0.23986 0.41027 1.24409 -0.67
H -1.36884 -1.50266 -1.77111 0.26
H 3.51362 -1.47765 -0.49688 0.38
```

Calculated values
- Largest force on an atom: 1.43 eV/Å
- Total charge: -1
- Frontier orbital gap: 6.85 eV

=====

No. 4
The following is a quantum chemistry calculation of a 2-piece molecular cluster, C8H5ClNO4 overall at a distorted geometry, from the OMol25 dataset.

The geometry in XYZ format:
```
19
Properties=species:S:1:pos:R:3:mulliken_charge:R:1
Cl -2.31379 -2.61292 -0.25366 -0.17
O -2.50819 0.98481 -1.71496 -0.56
C 0.19359 -0.67495 0.17052 0.00
H 0.20173 -0.76477 -1.99750 0.34
C 2.16057 0.16266 1.23440 -0.28
N -2.67303 -0.08505 0.72187 0.83
H 2.69022 -0.47426 -1.97679 0.45
C -1.97039 1.68928 -0.91347 0.77
O -2.23244 1.12298 0.68765 -0.47
H 0.23561 0.21976 2.18216 0.25
O -3.82862 -0.34441 1.12173 -0.61
C -1.97198 -1.01318 0.25338 -0.05
H 2.80358 0.37121 2.18519 0.21
C 0.80319 -0.14113 1.29282 -0.22
C 0.81900 -0.64874 -1.09205 -0.29
C 2.83154 0.00278 0.01357 -0.43
O -1.27324 2.63885 -0.77935 -0.57
H 3.90614 -0.06828 0.00438 0.33
C 2.12652 -0.36465 -1.13991 -0.54
```

Calculated values
- Largest force on an atom: 8.26 eV/Å
- Total charge: -1
- 2S+1: 3
- Frontier orbital gap (alpha / beta): 5.35 / 7.33 eV

=====

Sequential M output: 70.1, 1077.5, 403.7, 214.6 g mol⁻¹